ORCA calculation (the ωB97M-V functional and the def2-TZVPD basis) on an isolated molecule of CH2NP.

Last column: natural (NBO) charge in e.
Geometry (Å):
C -0.05869 0.03290 0.41335  -0.41
N 0.13555 -0.86583 -0.71493  -0.76
P 0.09087 0.48513 -1.50598  0.78
H -1.00645 0.18625 0.98049  0.21
H 0.83871 0.16154 0.82706  0.18

Forces on the atoms, in the same order (eV/Å):
-2.739 0.908 -3.370
-0.729 -2.056 0.097
-0.351 0.812 1.552
0.842 -0.534 -0.764
2.976 0.869 2.484

Computed properties:
LUMO level: -0.41 eV
Highest occupied orbital energy: -8.71 eV
Relative energy (zero: lowest compared OMol25 entry of this formula, charge and spin): 168.3 kJ/mol
Structure (SMILES): C1N=P1
Kohn-Sham gap: 0.30504 hartree
Electronic energy: -11845.3998 eV
Total charge: 0